Record 1
ORCA calculation (ωB97M-V with the def2-TZVPD basis set) on a 10-piece molecular cluster, C6H28O10 overall.

Geometry as XYZ:
```
44
Properties=species:S:1:pos:R:3:forces:R:3
C 2.1206 0.6049 0.6128 2.38 3.37 -2.54
C 1.6237 -0.3671 1.3144 -1.39 -1.49 2.75
O 2.0607 -0.6387 2.6135 1.29 0.40 -0.42
C 0.3848 -1.1175 1.0342 0.79 0.15 -0.87
C -0.4455 -1.7371 1.8649 0.31 1.54 -1.46
C -1.7801 -2.2404 1.4823 -0.17 -0.26 -1.14
C -2.4582 -1.4835 0.3185 1.30 2.25 -0.64
H 3.0280 1.1946 0.8287 -0.24 -0.73 1.30
H 1.8816 1.1607 -0.3221 -1.30 -1.54 0.57
H 2.9320 -0.1978 2.7811 -1.14 -0.41 -0.31
H 0.2405 -1.1351 -0.0311 -0.65 0.24 -0.36
H -0.1912 -1.8058 2.8592 0.58 -0.09 2.24
H -1.5086 -3.2835 1.1778 -1.19 0.33 0.50
H -2.4883 -2.1111 2.3157 0.57 -0.92 -0.02
H -2.7771 -2.0769 -0.4855 -0.48 -1.40 -0.93
H -3.3816 -0.9790 0.6635 0.70 0.10 -0.14
H -1.7480 -0.7209 -0.2649 -1.49 -1.58 1.85
O -0.0067 -1.9167 -2.8600 1.59 3.41 -1.18
H -0.1784 -0.9953 -3.2795 1.18 -1.87 1.44
H -0.8331 -2.2696 -2.9501 -3.44 -2.29 -0.23
O -0.4248 1.4302 3.1801 -2.34 0.83 -1.16
H -0.8311 1.1914 2.2868 0.80 0.32 1.61
H 0.3448 0.9426 3.3427 1.60 -1.60 0.11
O -0.5289 3.3560 -0.6339 -0.83 2.18 4.64
H 0.2987 3.5077 -0.9677 2.81 0.39 -1.62
H -1.0948 2.9009 -1.1725 -1.70 -2.31 -2.79
O -1.7274 1.2745 -1.6630 1.46 -2.75 -1.77
H -2.1446 0.8839 -0.8656 0.57 0.15 -0.62
H -1.1083 0.5456 -2.1614 -2.27 2.74 2.11
O 0.6106 0.4108 -3.3330 -2.01 0.43 -2.76
H 0.7971 0.2089 -4.2853 0.23 0.70 1.37
H 1.4010 0.6308 -2.8775 1.85 0.05 0.71
O 3.0043 0.0583 -2.1765 -0.38 -1.86 -2.77
H 2.8720 -0.9161 -2.4127 0.32 2.00 0.85
H 3.1838 0.1174 -1.2626 0.27 -0.33 1.73
O 1.0499 -3.5684 -1.3137 0.49 -4.31 5.44
H 1.6040 -3.6356 -2.0013 2.48 0.21 -4.02
H 0.4479 -2.9152 -1.3421 -2.53 3.51 -0.92
O 1.2058 3.3732 2.1455 0.99 3.48 -3.97
H 0.5351 3.1822 1.4680 0.35 0.48 -0.07
H 0.9839 2.7376 2.7221 -1.23 -3.50 3.79
O -2.1184 1.7755 1.1851 -2.75 1.73 0.49
H -1.8018 2.6507 0.8079 -0.42 -1.26 0.64
H -3.0338 1.9729 1.6574 3.03 -0.47 -1.45
```
Positions in Å, forces in eV/Å.

Summary:
LUMO level	0.0504	eV
total energy	-997.6534	Eh
frontier orbital gap	8.873	eV
strongest force on any atom	7.0	eV/A
SMILES string	C=C(O)/C=C/CC.O.O.O.O.O.O.O.O.O
ΔE to the lowest compared entry with this formula, charge and spin	6.430	eV
HOMO energy	-8.82	eV



Record 2
ORCA calculation (ωB97M-V with the def2-TZVPD basis set) on a 8-piece molecular cluster, C6H28O8 overall.

Geometry as XYZ:
```
42
Properties=species:S:1:pos:R:3:forces:R:3
C -20.3296 -10.6470 5.5599 0.41 -0.54 1.31
C -21.1844 -10.1228 6.7203 0.06 0.59 -1.16
O -21.9435 -8.9972 6.2432 -0.18 -0.27 0.43
H -19.4858 -9.9754 5.4029 -0.09 0.05 -0.32
H -20.8885 -10.8292 4.6470 -0.16 0.22 0.01
H -19.9111 -11.6024 5.8994 0.11 -0.02 -0.23
H -20.5725 -9.8078 7.5675 0.06 -0.23 0.04
H -21.8994 -10.8753 7.0502 -0.03 0.07 0.06
H -21.4155 -8.2004 6.3179 0.03 0.04 -0.05
C -23.4793 -19.0511 3.5167 0.38 -0.32 1.50
C -23.4689 -17.8282 4.4301 -0.19 0.41 -0.35
O -24.7652 -17.2398 4.3930 0.35 0.35 0.27
H -24.2760 -19.7267 3.8303 -0.18 0.11 -0.14
H -22.5576 -19.5997 3.7321 0.10 0.00 -0.50
H -23.5853 -18.8245 2.4615 0.08 0.19 0.00
H -22.6695 -17.1366 4.1197 -0.29 0.18 -0.40
H -23.1943 -17.9915 5.4805 -0.13 -0.83 -0.10
H -24.7623 -16.5778 5.1113 -0.13 -0.17 -0.43
C -26.8836 -13.5098 4.6092 -0.50 -0.55 -0.23
C -27.7301 -14.0291 5.7525 -0.24 0.30 0.44
O -26.9268 -14.7381 6.7072 0.28 -0.09 -0.20
H -26.4919 -14.3236 3.9950 0.05 -0.14 0.19
H -26.0502 -12.8759 4.9008 -0.19 0.23 0.15
H -27.5773 -12.9763 3.9580 0.29 0.34 -0.03
H -28.5448 -14.6610 5.3875 0.24 -0.23 -0.16
H -28.2338 -13.2172 6.2876 0.19 0.22 -0.15
H -27.4863 -15.1619 7.3622 -0.04 0.02 -0.01
O -20.4157 -14.5745 5.0758 -0.04 0.06 -0.17
H -20.4652 -14.8347 4.1471 0.01 -0.02 0.11
H -19.4860 -14.3671 5.2228 -0.09 0.01 0.01
O -23.1601 -13.0656 4.8403 -0.12 -0.38 0.30
H -22.2221 -13.2876 4.9245 0.00 -0.03 0.03
H -23.6266 -13.8221 5.2485 0.41 0.06 -0.03
O -24.3130 -10.6366 5.7505 -0.08 -0.40 0.23
H -24.1542 -11.5983 5.7150 0.25 0.73 -0.16
H -23.4372 -10.2227 5.7800 -0.41 0.01 -0.12
O -24.2329 -15.2629 6.3167 -0.39 0.35 0.33
H -23.8596 -15.5630 7.1537 0.09 0.08 -0.12
H -25.1037 -14.8678 6.5561 0.09 -0.40 -0.07
O -24.2628 -12.6462 2.3031 -0.01 0.03 0.33
H -24.5433 -13.5538 2.1500 0.04 0.04 0.03
H -23.9698 -12.6305 3.2394 -0.03 -0.08 -0.60
```
Positions in Å, forces in eV/Å.

Summary:
LUMO level	0.1842	eV
total energy	-847.2873	Eh
frontier orbital gap	9.891	eV
strongest force on any atom	1.6	eV/A
SMILES string	CCO.CCO.CCO.O.O.O.O.O
ΔE to the lowest compared entry with this formula, charge and spin	1.704	eV
HOMO energy	-9.71	eV



Record 3
ORCA calculation (ωB97M-V with the def2-TZVPD basis set) on a 9-piece molecular cluster, C6H28O8 overall.

Geometry as XYZ:
```
42
Properties=species:S:1:pos:R:3:forces:R:3
C 0.6812 2.2303 -1.2347 -1.03 0.27 0.18
C -0.3576 1.2200 -0.6873 1.27 -0.17 -0.62
C 0.3503 0.1710 0.1784 -1.09 0.27 1.15
C 0.5763 0.5311 1.5968 0.11 1.49 -1.14
C 1.2928 -0.3116 2.4524 -0.33 -0.70 -0.08
C 0.1388 1.8579 2.0808 -0.43 -0.43 1.72
H 0.3262 2.6698 -2.1651 0.02 -0.09 -0.07
H 1.6300 1.7302 -1.4167 0.17 0.23 0.08
H 0.7625 3.0801 -0.5580 0.53 -0.09 0.11
H -1.1761 1.7296 -0.2064 0.16 0.32 0.23
H -0.8295 0.7342 -1.5352 0.21 -0.24 0.00
H -0.2356 -0.7657 0.2445 0.35 -0.17 -0.23
H 1.3599 -0.0651 -0.1724 0.06 -0.38 -0.40
H 1.5381 -0.0236 3.4649 0.09 0.03 0.00
H 1.5145 -1.3103 2.0990 0.22 0.00 0.08
H 0.2952 1.9152 3.1601 0.11 0.11 0.03
H 0.6095 2.7443 1.6690 0.18 -0.15 -0.60
H -0.9428 1.9579 1.9582 0.03 0.09 -0.31
H 0.6070 0.8389 -3.0882 0.10 -0.28 -0.32
H -0.0520 0.0637 -4.2302 0.05 -0.25 0.16
O -0.0942 0.8894 -3.7412 -0.30 0.69 -0.18
H -3.0954 1.8567 -2.1316 -0.07 -0.14 -0.23
H -2.8989 0.3970 -1.6801 0.02 -0.16 -0.26
O -3.3323 1.2190 -1.4510 -0.28 0.55 0.03
H 1.1794 -1.9976 -3.0595 0.02 -0.29 -0.05
H -0.1020 -1.8255 -2.3066 -0.04 -0.05 0.00
O 0.2570 -1.7591 -3.1936 0.05 0.21 -0.20
H -1.9925 -0.7879 2.3303 -0.39 0.48 0.05
H -1.2102 -0.1753 3.5228 -0.33 0.20 0.16
O -1.5441 -0.9997 3.1655 0.63 -0.49 -0.30
H 3.9329 0.9806 -0.2438 0.44 0.24 0.06
H 4.0338 -0.5305 0.0718 0.46 -0.10 0.07
O 3.5049 0.1357 -0.3625 -0.81 -0.14 -0.08
H 0.0779 -3.6533 -1.0860 -0.12 -0.29 0.19
H 1.4707 -3.8194 -0.5322 0.98 -1.02 1.72
O 1.0015 -3.4415 -1.2319 -0.77 1.11 -1.63
H -2.3881 1.1186 0.6598 -0.13 0.02 -0.28
H -3.7270 0.4815 0.7945 -0.04 -0.28 -0.05
O -2.7880 0.2834 0.9043 -0.07 -0.32 0.81
H -0.6396 -2.5278 2.1587 0.02 -0.05 0.61
H 0.5327 -3.5644 2.1166 0.13 -0.09 0.51
O -0.2676 -3.2778 1.6856 -0.17 0.07 -0.92
```
Positions in Å, forces in eV/Å.

Summary:
LUMO level (alpha / beta)	-4.3272 / -7.8477	eV
charge	+1
total energy	-846.9620	Eh
⟨S²⟩	0.753
frontier orbital gap (alpha / beta)	9.118 / 5.597	eV
strongest force on any atom	2.2	eV/A
ΔE to the lowest compared entry with this formula, charge and spin	0.000	eV
HOMO energy (alpha / beta)	-13.45 / -13.44	eV
2S+1	2